Entry 1:
Here is 2 unconnected molecules or ions with the total composition C5H8N2O5 from the Open Molecules 2025 dataset. Energies are from ωB97M-V with the def2-TZVPD basis set.

The geometry in XYZ format:
```
20
C5H8N2O5 ωB97M-V with the def2-TZVPD basis set
O -3.3069 1.4357 0.7440
O 3.9239 -0.2219 -0.3224
O 0.4234 0.0937 0.2187
O -1.2042 -0.6927 -0.8558
O 2.4227 1.2904 -1.0310
N -3.2642 -0.7625 -0.1140
N -1.4552 0.5688 -0.2789
C 2.0195 -0.5891 1.8508
C 1.6597 -0.5045 0.3750
C -2.6759 0.4446 0.1373
C -2.2997 -1.3931 -0.7128
C 2.6875 0.2922 -0.4030
H 2.9803 -1.1057 1.9978
H -4.1792 1.1153 0.9484
H 1.2301 -1.1473 2.3879
H -2.2992 -2.3886 -1.1069
H 1.6481 -1.5163 -0.0563
H 0.6546 0.8764 -0.3625
H 4.5008 0.3569 -0.8506
H 2.0821 0.4219 2.2809
```

## Properties
* E_LUMO: 0.0247 Ha
* relative energy (zero: lowest compared OMol25 entry of this formula, charge and spin): 0.8017 eV
* largest force on an atom: 5.05 eV Å⁻¹
* structure (SMILES): C[C@@H](O)C(=O)O.Oc1ncon1
* HOMO-LUMO gap: 10.36 eV
* total charge: 0

Results of the Löwdin charge analysis, in e, for atoms 1 through 5: 0.13 0.12 -0.11 0.00 0.12

***

Entry 2:
Here is a molecular structure, C4H8ErMgO3 from the Open Molecules 2025 dataset. Energies are from ωB97M-V with the def2-TZVPD basis set.

The geometry in XYZ format:
```
17
C4H8ErMgO3 ωB97M-V with the def2-TZVPD basis set
Er 3.5406 1.2603 0.3163
Mg 0.2891 1.3229 0.5762
O -0.9487 -0.5202 0.6844
O 1.8079 2.4396 -0.0372
O 1.6803 -0.1179 0.2111
C -1.6190 1.4695 -0.4322
C -2.0599 0.1055 -0.0166
C -0.2187 -1.5179 -0.0160
C 1.2478 -1.4368 0.3671
H -2.9272 0.0955 0.6691
H 1.8081 -2.1379 -0.2741
H -0.6344 -2.5175 0.1861
H -0.3053 -1.3084 -1.0967
H -2.3415 -0.5447 -0.8663
H 1.4358 -1.7459 1.4095
H 1.6665 3.0774 -0.8090
H -2.4216 2.0765 -0.8718
```

## Properties
* E_LUMO (spin up / spin down): -0.3564 / -0.3564 Ha
* largest force on an atom: 2.51 eV Å⁻¹
* HOMO-LUMO gap (spin up / spin down): 4.47 / 8.06 eV
* multiplicity: 5
* total charge: +2

Results of the Löwdin charge analysis, in e, for atoms 1 through 5: 1.64 0.84 -0.22 -0.54 -0.52

***

Entry 3:
Here is 2 unconnected molecules or ions with the total composition C11H13N2 from the Open Molecules 2025 dataset. Energies are from ωB97M-V with the def2-TZVPD basis set.

The geometry in XYZ format:
```
26
C11H13N2 ωB97M-V with the def2-TZVPD basis set
N -1.2364 1.8730 -0.7727
N 0.8876 1.7860 0.0716
C -0.0810 2.4488 -0.5841
C 3.2886 -0.7087 0.4202
C -1.0385 -1.2547 1.2279
C -0.6863 -0.0037 0.6523
C 1.7512 -1.0418 -1.6422
C 0.6727 0.5885 0.7725
C -3.2058 -1.0631 0.1058
C -2.8943 0.1887 -0.4387
C 2.1856 -0.6387 -0.4692
C -1.5539 0.6104 -0.2156
C -2.2998 -1.6966 1.0352
H 3.6226 -1.8277 0.6747
H 0.6453 -0.7943 -1.9576
H -3.6273 0.8449 -0.8087
H 3.1677 -0.0875 1.2932
H -2.6031 -2.6372 1.5094
H -1.9615 2.2051 -1.3744
H -0.2568 -1.6566 1.8590
H 0.2716 3.3537 -1.1996
H 1.1127 0.5395 1.7129
H -4.2442 -1.3672 0.0266
H 1.7060 2.3650 0.3376
H 4.1835 -0.2438 -0.0691
H 2.1939 -1.7821 -2.1670
```

## Properties
* E_LUMO (spin up / spin down): -0.1353 / -0.1353 Ha
* relative energy (zero: lowest compared OMol25 entry of this formula, charge and spin): 4.5916 eV
* largest force on an atom: 5.17 eV Å⁻¹
* HOMO-LUMO gap (spin up / spin down): 7.42 / 7.42 eV
* total charge: +1

Results of the Löwdin charge analysis, in e, for atoms 1 through 5: 0.13 0.07 -0.04 -0.12 -0.01

***

Electronic energy across the listed records, respectively: -680.959788, -1597.399811, -536.094981 Ha.